{
  "formula": "C2H6N2O",
  "method": "the ωB97M-V functional and the def2-TZVPD basis",
  "species": ["C", "O", "C", "N", "N", "H", "H", "H", "H", "H", "H"],
  "positions_angstrom": [[0.3617, 1.8778, -0.0812], [1.0322, 0.8088, 0.5356], [0.4288, -0.3944, 0.3842], [-0.5757, -0.5259, -0.3811], [-1.0703, -1.8366, -0.4911], [-0.7222, 1.8592, 0.2062], [0.4008, 1.8447, -1.1631], [0.8504, 2.8130, 0.2842], [0.9259, -1.1775, 0.9433], [-0.8767, -2.3878, 0.3636], [-2.0564, -1.7844, -0.6321]],
  "forces_ev_per_a": [[-0.9, 1.4, 0.6], [0.2, -0.7, 0.2], [-0.3, 0.8, -0.8], [0.4, -0.5, 0.7], [0.8, -0.4, 0.6], [0.9, 0.2, -0.2], [0.1, -0.2, -0.2], [-0.4, -0.8, -0.3], [0.0, -0.1, 0.1], [-0.3, 0.3, -0.7], [-0.6, 0.0, -0.1]],
  "relative_energy_kj_mol": 234.7,
  "orbital_gap_ev": 9.734,
  "homo_ha": -0.317,
  "total_charge": 0,
  "lumo_ev": 1.11
}